{
  "formula": "C18H46N5O3",
  "method": "ωB97M-V/def2-TZVPD",
  "symbols": ["N", "C", "C", "C", "C", "N", "C", "C", "H", "H", "H", "H", "H", "H", "H", "H", "H", "H", "H", "H", "H", "C", "C", "C", "O", "C", "N", "H", "H", "H", "H", "H", "H", "H", "H", "H", "H", "H", "C", "C", "C", "O", "C", "N", "H", "H", "H", "H", "H", "H", "H", "H", "H", "H", "H", "C", "C", "C", "O", "C", "N", "H", "H", "H", "H", "H", "H", "H", "H", "H", "H", "H"],
  "coordinates": [[0.057039, -0.052694, -1.432559], [0.573070, -1.299193, -2.004962], [-0.225343, -2.507295, -1.523323], [-1.753431, -2.329095, -1.647622], [-2.182698, -1.492628, -2.801161], [-2.987632, -0.557933, -2.475258], [-3.186949, -0.410624, -1.019550], [-2.474578, -1.648612, -0.452311], [0.312488, 0.733438, -2.018619], [0.468176, 0.130122, -0.522526], [1.634321, -1.470995, -1.800261], [0.496908, -1.215814, -3.093536], [0.103291, -3.396596, -2.063106], [-0.020739, -2.692318, -0.466156], [-2.201771, -3.311735, -1.840097], [-1.913872, -1.644859, -3.841395], [-3.409272, 0.068394, -3.151855], [-2.675186, 0.498839, -0.707739], [-4.249166, -0.343907, -0.787882], [-3.167159, -2.349515, 0.008393], [-1.748336, -1.322193, 0.287408], [5.215044, -0.530014, -1.854131], [4.756317, 0.916005, -1.981143], [4.727079, 1.673148, -0.651395], [3.666052, 1.269729, 0.199399], [3.958824, 0.217895, 1.103476], [3.446463, 0.945873, -2.641550], [4.444149, -1.144747, -1.384736], [5.412852, -0.946737, -2.840631], [6.121911, -0.609206, -1.253171], [5.462236, 1.442360, -2.631056], [4.556191, 2.733386, -0.856411], [5.685370, 1.580083, -0.126387], [5.003684, 0.257576, 1.426030], [3.773624, -0.767726, 0.665855], [3.331432, 0.362204, 1.981712], [3.196622, 1.903736, -2.868040], [2.770813, 0.651405, -1.940218], [3.676440, 3.990910, 2.297113], [3.211649, 3.718300, 3.721755], [3.669421, 4.765480, 4.739806], [5.048257, 4.703687, 5.048224], [5.896231, 5.494514, 4.239838], [3.602077, 2.355533, 4.095995], [4.742634, 3.779960, 2.189522], [3.150149, 3.334222, 1.606568], [3.504376, 5.029705, 2.009341], [2.115771, 3.748228, 3.733780], [3.146640, 4.583245, 5.682152], [3.404646, 5.773761, 4.395217], [5.424064, 6.451232, 3.992137], [6.172185, 4.994320, 3.308000], [6.800729, 5.688205, 4.813767], [3.193604, 2.115216, 4.993452], [4.607364, 2.344221, 4.246279], [-8.099026, -4.240049, -1.675343], [-6.779546, -3.568015, -2.032841], [-5.798514, -3.464352, -0.859291], [-6.095629, -2.471468, 0.098253], [-7.024442, -2.845459, 1.106031], [-7.055691, -2.281467, -2.668206], [-8.734178, -3.572218, -1.092267], [-8.642033, -4.492995, -2.584099], [-7.939344, -5.151758, -1.098316], [-6.276233, -4.191091, -2.781131], [-4.820176, -3.177627, -1.266804], [-5.678786, -4.442338, -0.374180], [-6.892782, -3.894599, 1.386718], [-8.056893, -2.695152, 0.787557], [-6.828190, -2.218769, 1.973571], [-6.209279, -1.873634, -3.048747], [-7.413320, -1.629506, -1.977339]],
  "atomic_forces_ev_per_a": [[-0.055, 0.062, -0.025], [0.082, -0.019, -0.079], [-0.002, 0.079, 0.068], [-0.135, 0.133, -0.102], [-0.020, -0.065, 0.036], [0.001, -0.011, 0.014], [0.037, -0.108, 0.186], [0.141, 0.004, -0.058], [0.074, -0.010, 0.053], [-0.024, -0.022, -0.008], [-0.018, 0.017, 0.001], [0.001, -0.041, 0.022], [-0.022, 0.031, -0.024], [0.026, -0.042, -0.034], [0.071, -0.033, 0.043], [-0.022, -0.017, 0.029], [0.070, 0.037, 0.031], [-0.105, 0.087, -0.121], [0.009, -0.102, -0.054], [-0.072, 0.158, 0.068], [-0.030, -0.140, 0.036], [-0.017, -0.008, 0.002], [0.012, 0.047, -0.056], [0.004, -0.019, 0.054], [-0.053, -0.109, -0.103], [0.066, 0.078, 0.096], [-0.133, -0.053, 0.038], [0.005, 0.007, 0.009], [-0.015, -0.009, 0.003], [0.006, -0.002, -0.010], [0.012, 0.007, 0.037], [-0.004, 0.002, 0.018], [0.001, 0.004, -0.020], [-0.012, 0.002, 0.006], [-0.013, 0.009, -0.011], [0.003, -0.007, 0.007], [0.062, 0.006, -0.037], [-0.018, 0.033, -0.025], [0.026, -0.016, 0.017], [-0.057, -0.065, 0.018], [0.047, 0.023, -0.010], [0.006, -0.048, -0.049], [-0.021, 0.058, 0.015], [-0.004, -0.009, 0.015], [-0.001, 0.016, 0.013], [0.015, -0.006, -0.039], [-0.008, -0.001, 0.014], [0.011, 0.045, -0.020], [0.009, 0.005, 0.010], [-0.025, -0.011, 0.007], [0.016, 0.004, 0.019], [-0.008, -0.008, 0.000], [0.005, -0.008, -0.009], [-0.005, 0.001, -0.005], [-0.008, 0.003, -0.007], [-0.008, 0.031, 0.006], [-0.036, 0.020, -0.029], [0.092, -0.040, -0.067], [0.036, 0.098, -0.021], [0.029, -0.038, 0.027], [0.057, 0.017, 0.034], [0.002, -0.010, 0.004], [-0.006, 0.009, 0.006], [0.000, -0.004, -0.006], [-0.012, -0.032, 0.030], [-0.013, -0.029, -0.033], [-0.022, 0.006, 0.006], [0.007, 0.011, 0.014], [0.005, 0.003, -0.010], [-0.011, 0.004, -0.003], [-0.007, -0.007, -0.023], [-0.021, -0.008, -0.015]],
  "total_charge": 1,
  "total_energy_ha": -1212.6320,
  "lumo_ev": -3.722,
  "gap_ha": 0.2578,
  "homo_energy_ev": -10.7
}

{
  "formula": "C45H38Co2N2O5P",
  "method": "ωB97M-V/def2-TZVPD",
  "symbols": ["C", "C", "C", "N", "C", "N", "C", "C", "C", "C", "C", "C", "C", "C", "C", "H", "H", "H", "H", "H", "H", "H", "H", "H", "H", "H", "H", "H", "H", "H", "H", "O", "C", "Co", "C", "O", "C", "O", "C", "C", "C", "C", "C", "C", "C", "C", "C", "Co", "C", "O", "C", "O", "P", "C", "C", "C", "C", "C", "C", "C", "C", "C", "C", "C", "C", "C", "C", "C", "C", "C", "C", "H", "H", "H", "H", "H", "H", "H", "H", "H", "H", "H", "H", "H", "H", "H", "H", "H", "H", "H", "H", "H", "H"],
  "coordinates": [[-1.217071, -3.292768, 4.342594], [-2.047346, -2.055585, 4.293915], [-1.466208, -0.777505, 4.157343], [-0.054476, -0.717583, 4.121971], [0.751250, -1.586599, 3.388501], [2.016629, -1.383293, 3.881833], [3.221088, -1.949721, 3.339014], [2.023264, -0.361731, 4.843360], [0.750120, 0.064602, 4.977602], [-2.251629, 0.390143, 4.375358], [-1.720422, 1.786108, 4.373095], [-3.619356, 0.244760, 4.654748], [-4.226403, -1.014599, 4.662194], [-5.717339, -1.169535, 4.787366], [-3.415452, -2.156101, 4.594024], [-1.870382, -4.172553, 4.257604], [-0.468263, -3.308690, 3.528348], [-0.702780, -3.392188, 5.314794], [3.004585, -2.845233, 2.740411], [3.727598, -1.200943, 2.699919], [3.929035, -2.223056, 4.140794], [2.919647, -0.005397, 5.315338], [0.337061, 0.768676, 5.669384], [-2.575393, 2.454633, 4.199061], [-1.312263, 2.069474, 5.354753], [-0.975396, 1.983891, 3.592625], [-4.211235, 1.137542, 4.888294], [-5.969932, -2.219462, 4.989096], [-6.096460, -0.549083, 5.610227], [-6.249110, -0.864464, 3.868804], [-3.845644, -3.142298, 4.805049], [0.897050, -4.505177, -2.153480], [0.746810, -3.360524, -2.053364], [0.471997, -1.617937, -1.944164], [-0.449845, -1.561883, -0.424650], [-0.921826, -1.639433, 0.640159], [2.167905, -1.390398, -1.587222], [3.283179, -1.397737, -1.266435], [0.106763, -0.926883, -3.564631], [-0.934763, -1.664026, -2.961064], [-2.113879, -2.287524, -3.201858], [-3.102422, -2.647831, -2.236462], [-3.920934, -3.757795, -2.603647], [-4.813510, -4.298829, -1.693701], [-4.923884, -3.748301, -0.406554], [-4.237956, -2.563645, -0.096788], [-3.355809, -1.988446, -1.012588], [-0.347069, 0.636716, -2.705750], [-1.308647, 1.126574, -1.349696], [-1.961754, 1.543295, -0.482174], [-0.940461, 1.342204, -4.195323], [-1.278758, 1.824116, -5.201596], [1.478963, 1.670097, -2.516164], [2.210356, 1.736287, -0.840702], [3.321886, 2.536530, -0.569199], [3.847421, 2.588762, 0.722895], [3.235923, 1.868515, 1.763168], [2.127085, 1.079646, 1.487720], [1.594233, 1.042299, 0.208488], [2.801706, 1.077912, -3.631369], [4.074195, 0.726706, -3.166725], [5.017600, 0.185896, -4.040663], [4.718774, 0.048153, -5.398535], [3.472555, 0.460413, -5.882918], [2.500330, 0.937546, -4.995549], [1.322652, 3.456675, -2.908380], [2.114573, 4.091312, -3.872212], [1.980903, 5.466237, -4.093625], [1.062757, 6.216865, -3.353994], [0.257953, 5.581311, -2.401400], [0.385223, 4.206322, -2.178795], [0.523272, -1.036062, -4.557231], [-2.299664, -2.689612, -4.197633], [-3.835097, -4.163509, -3.618790], [-5.425543, -5.159863, -1.974188], [-5.540932, -4.244976, 0.345083], [-4.404168, -2.086758, 0.871349], [-2.942701, -0.988206, -0.842843], [3.784347, 3.107028, -1.374773], [4.725214, 3.196655, 0.922727], [3.624713, 1.927812, 2.782402], [1.659771, 0.446464, 2.257186], [0.679151, 0.467017, 0.030562], [4.329587, 0.890741, -2.125155], [5.989400, -0.121528, -3.650436], [5.453012, -0.382659, -6.082187], [3.232908, 0.401395, -6.946851], [1.508710, 1.214470, -5.368062], [2.837465, 3.513427, -4.443950], [2.599025, 5.948838, -4.849320], [0.964118, 7.291860, -3.519472], [-0.475699, 6.149405, -1.826084], [-0.241908, 3.712570, -1.430799]],
  "atomic_forces_ev_per_a": [[0.136, -0.995, -0.316], [-0.543, 0.501, 0.711], [-1.312, 0.224, 0.844], [2.536, 0.077, -0.387], [0.388, 0.111, 0.137], [-1.588, 1.055, 0.455], [0.830, -0.056, -0.428], [-0.357, -0.121, -0.449], [-0.227, -0.754, 0.022], [-0.074, -1.032, -0.008], [-0.066, 0.672, -0.037], [0.267, -0.540, -0.369], [0.300, -0.233, 0.272], [-0.229, 0.042, 0.228], [0.253, 0.624, -0.564], [0.132, 0.195, -0.027], [-0.525, -0.151, 0.601], [0.022, 0.205, -0.328], [-0.133, 0.420, 0.229], [-0.222, -0.399, 0.139], [-0.407, 0.072, -0.179], [0.088, -0.017, 0.083], [-0.018, 0.154, 0.055], [0.360, -0.048, -0.038], [0.050, -0.048, -0.284], [-0.068, -0.157, 0.236], [0.158, -0.310, -0.351], [-0.027, 0.304, -0.034], [-0.059, -0.139, -0.161], [0.311, -0.111, 0.305], [0.120, 0.359, -0.363], [-0.229, 2.016, 0.330], [0.059, -2.358, -0.747], [1.987, -0.784, 4.391], [-0.449, -0.366, 3.839], [0.938, 0.406, -2.926], [2.722, 0.538, 1.139], [-1.555, -0.115, -0.600], [-1.345, -1.030, -3.155], [-2.422, 0.676, -3.475], [0.521, 0.403, -0.204], [-0.643, -1.049, -0.091], [-0.153, 0.333, 0.624], [0.048, 0.058, 0.140], [0.131, 0.152, 0.038], [-0.130, -0.340, -0.168], [-0.372, -0.105, -0.445], [0.251, 0.037, 0.029], [-1.516, 1.077, 0.713], [0.556, -0.434, -0.378], [-0.796, 0.218, -0.357], [0.583, -0.561, 1.133], [-0.394, 0.161, -0.169], [0.009, 0.297, 0.215], [0.183, -0.212, 0.450], [-0.311, -0.071, 0.168], [0.340, 0.134, -0.316], [-0.229, -0.253, 0.424], [-0.103, 0.057, -0.309], [0.464, 0.277, 0.114], [-0.030, 0.090, -0.504], [-0.092, 0.013, -0.136], [-0.076, 0.078, 0.073], [-0.230, 0.031, 0.333], [0.344, -0.073, -0.081], [0.503, 0.244, 0.084], [-0.281, 0.355, 0.209], [-0.188, -0.038, 0.122], [-0.001, -0.220, -0.008], [0.141, -0.326, -0.032], [0.104, 0.295, -0.171], [0.311, -0.349, 0.063], [-0.064, 0.608, -0.205], [0.058, 0.082, 0.463], [0.191, 0.190, 0.123], [0.032, 0.271, -0.227], [0.084, -0.097, -0.229], [0.019, -0.610, 0.036], [-0.065, -0.077, 0.183], [-0.115, -0.019, 0.018], [-0.023, -0.044, -0.309], [0.217, 0.600, -0.324], [0.645, 0.314, -0.045], [-0.031, -0.215, -0.165], [-0.234, 0.069, -0.169], [-0.176, 0.169, 0.192], [0.126, -0.090, 0.313], [0.340, -0.097, 0.165], [-0.108, 0.155, 0.107], [-0.111, -0.058, 0.155], [0.043, -0.321, 0.011], [0.229, -0.122, -0.174], [0.198, 0.130, -0.267]],
  "total_charge": -1,
  "total_energy_ha": -5330.1021,
  "lumo_ev": 2.361,
  "gap_ha": 0.1974,
  "homo_energy_ev": -3.0
}

{
  "formula": "C3H3N2OS",
  "method": "ωB97M-V/def2-TZVPD",
  "symbols": ["C", "C", "C", "N", "N", "O", "S", "H", "H", "H"],
  "coordinates": [[0.459250, -1.212372, -1.148709], [1.427620, 0.922097, -0.960129], [-0.295933, 0.064169, 0.646916], [1.413075, -0.221022, -1.339090], [-1.421561, 0.354043, 1.313578], [-0.381571, -1.049639, -0.090958], [2.019480, 2.436480, -0.683663], [0.720829, -2.218537, -1.153844], [-1.535171, 1.058168, 2.099891], [-2.406019, -0.133388, 1.316008]],
  "atomic_forces_ev_per_a": [[0.854, 0.876, -1.894], [0.952, 1.210, 0.098], [0.650, -0.645, -0.989], [-1.044, -1.113, 0.411], [-4.180, 0.036, 2.404], [-1.989, 2.359, 3.021], [-0.318, -0.456, 0.019], [1.073, -1.501, -0.428], [1.414, -1.056, -1.944], [2.589, 0.289, -0.698]],
  "total_charge": -1,
  "total_energy_ha": -698.9424,
  "lumo_ev": [3.810, 3.810],
  "gap_ha": [0.1889, 0.1888],
  "homo_energy_ev": [-1.3, -1.3]
}

{
  "formula": "C9H13Cl8N",
  "method": "ωB97M-V/def2-TZVPD",
  "symbols": ["C", "C", "C", "N", "C", "C", "H", "H", "H", "H", "H", "Cl", "C", "Cl", "H", "H", "Cl", "C", "Cl", "H", "H", "Cl", "C", "Cl", "H", "H", "Cl", "C", "Cl", "H", "H"],
  "coordinates": [[-1.254484, -1.366773, 0.642243], [-0.684824, -2.273873, 1.510553], [-0.235524, -3.498853, 1.050503], [-0.210524, -3.765063, -0.324857], [-0.678634, -2.839773, -1.183517], [-1.193004, -1.685493, -0.722907], [-1.571424, -0.410263, 1.030893], [-0.625504, -1.974093, 2.546413], [0.263906, -4.223993, 1.675923], [-0.741394, -3.045823, -2.241817], [-1.362974, -0.919363, -1.464907], [3.468666, -0.727233, -4.668447], [2.597636, -1.505963, -3.312427], [1.693206, -0.307883, -2.231757], [1.861476, -2.272613, -3.554117], [3.445786, -1.899353, -2.752097], [2.167066, 2.333057, -0.622917], [3.332596, 1.371377, 0.374213], [2.484346, 0.601657, 1.826533], [3.763806, 0.670227, -0.340317], [4.035976, 2.100957, 0.775543], [-4.018124, 3.125467, 4.833103], [-2.911314, 3.145267, 3.378683], [-1.585404, 4.301507, 3.571783], [-2.473634, 2.147387, 3.406583], [-3.476304, 3.249237, 2.452363], [-1.527104, 2.313967, 0.491493], [-1.092294, 1.934797, -1.173357], [-2.493384, 1.424397, -2.120567], [-0.679854, 2.809557, -1.676147], [-0.298754, 1.187547, -1.176657]],
  "atomic_forces_ev_per_a": [[0.878, -0.494, -1.047], [-0.507, -0.148, 0.657], [0.509, 0.499, -3.438], [-0.117, -0.202, 1.680], [0.339, -1.990, 1.649], [-0.554, 2.894, 0.631], [-0.185, 0.061, -0.304], [0.060, -0.379, 0.253], [-0.189, -0.126, 0.027], [0.489, -0.327, -0.112], [-0.715, 0.059, 0.015], [-0.903, -0.202, 0.160], [0.378, 0.697, 0.873], [0.918, -0.992, -1.063], [0.327, 0.285, -0.516], [-0.641, -0.110, 0.359], [0.450, -0.024, 0.699], [-1.072, 0.578, 0.406], [0.827, 0.441, -1.502], [-0.105, -0.269, 0.652], [-0.050, -0.390, -0.068], [0.409, 0.272, -0.938], [-0.058, -0.952, 1.023], [-0.462, -0.063, -0.238], [0.045, 0.225, -0.138], [0.034, 0.531, 0.339], [0.131, 0.121, -0.025], [0.445, 0.219, -0.486], [0.047, -0.111, -0.002], [-0.230, 0.104, 0.336], [-0.497, -0.204, 0.118]],
  "total_charge": 0,
  "smiles": "c1ccncc1.ClCCl.ClCCl.ClCCl.ClCCl",
  "total_energy_ha": -4086.9758,
  "lumo_ev": 0.398,
  "gap_ha": 0.3734,
  "homo_energy_ev": -9.8
}